One molecule with the formula C3HClF2, computed with wB97M-V/def2-TZVPD.

Values from the calculation:
Relative energy (zero: lowest compared OMol25 entry of this formula, charge and spin) in kcal/mol: 54.78
HOMO level in eV: -9.92
Total charge: 0
Gap between HOMO and LUMO in eV: 10.22
SMILES string: FC1=C(Cl)[C@H]1F

Each line ends with the natural charge from an NBO analysis.
Geometry (Å):
F  2.930  0.741  -0.102  -0.26
C  1.707  1.045  -0.543  0.44
C  0.488  1.845  -0.803  -0.13
Cl  -0.288  3.318  -0.381  0.11
C  0.543  0.476  -1.275  0.10
F  0.652  -0.237  -2.589  -0.40
H  -0.078  -0.249  -0.759  0.15